Entry 1:
Density functional theory data (ωB97M-V/def2-TZVPD) for 2 unconnected molecules or ions with the total composition C4H9OP.

Atoms and positions in Å:
H1 2.447 -0.918 -0.812
C1 1.412 -3.115 -1.063
H2 2.080 -3.659 -0.398
C2 -0.852 1.777 1.304
H3 -2.749 2.764 1.476
C3 -2.202 2.154 0.757
P1 1.198 -1.398 -0.407
H4 -2.786 1.258 0.555
H5 -0.811 1.038 2.088
H6 1.818 -3.122 -2.071
H7 -2.096 2.720 -0.166
O1 1.257 2.732 0.477
C4 0.262 2.262 0.861
H8 0.580 -0.877 -1.545
H9 0.444 -3.615 -1.056

Results
HOMO energy: -8.72 eV
gap between HOMO and LUMO: 9.6 eV
spin multiplicity: 1
structure (SMILES): CC=C=O.CP
ΔE to the lowest compared entry with this formula, charge and spin: 25.6 kcal per mole


Entry 2:
Density functional theory data (ωB97M-V/def2-TZVPD) for a gas-phase ion, C4H9OS (charge -1).

Atoms and positions in Å:
H1 -0.877 1.928 0.244
C1 -0.230 -1.338 -0.951
C2 -0.272 1.072 -0.112
H2 -0.115 1.394 -1.150
C3 1.025 1.025 0.681
H3 -1.439 -0.681 0.733
S1 1.081 0.090 2.252
H4 0.675 -1.532 -0.315
O1 -0.955 -2.332 -1.429
H5 0.324 -0.710 -1.748
H6 -1.985 -0.138 -0.776
H7 0.641 -1.054 1.693
H8 1.401 2.008 0.946
H9 1.789 0.484 0.118
C4 -1.064 -0.216 -0.186

Results
HOMO energy: -2.37 eV
gap between HOMO and LUMO: 5.7 eV
spin multiplicity: 1
structure (SMILES): [O-]CCCCS
net charge: -1
ΔE to the lowest compared entry with this formula, charge and spin: 33.8 kcal per mole


Entry 3:
Density functional theory data (ωB97M-V/def2-TZVPD) for 2 unconnected molecules or ions with the total composition C4H9OS.

Atoms and positions in Å:
H1 2.167 2.566 2.331
C1 -0.430 -1.232 -2.125
H2 0.324 -0.774 -3.849
C2 1.112 2.213 2.259
C3 -0.776 -1.319 0.379
O1 -0.437 -0.506 -3.325
H3 -0.054 -0.812 1.056
S1 0.780 1.606 0.633
H4 -0.885 0.468 -0.898
H5 -0.522 -2.394 0.303
H6 -1.792 -1.352 0.806
H7 -0.255 -2.305 -2.225
H8 1.055 1.474 3.061
C4 -0.705 -0.626 -0.946
H9 0.417 2.993 2.539

Results
HOMO energy: -2.13 eV
gap between HOMO and LUMO: 5.6 eV
spin multiplicity: 1
net charge: -1
ΔE to the lowest compared entry with this formula, charge and spin: 29.2 kcal per mole


Entry 4:
Density functional theory data (ωB97M-V/def2-TZVPD) for a gas-phase ion, C4H9OS (charge -1).

Atoms and positions in Å:
H1 1.404 0.649 1.468
H2 -1.720 -1.047 -1.654
C1 0.166 0.376 -0.289
H3 0.697 0.818 -1.201
H4 0.895 -1.561 -0.469
C2 0.844 1.200 0.804
C3 -0.005 -1.204 -0.072
H5 0.161 1.635 1.598
H6 -0.180 -1.508 1.014
O1 -2.456 -1.811 -0.046
H7 -0.942 0.683 -0.468
H8 -0.989 -2.707 -1.141
C4 -1.394 -1.709 -0.756
S1 1.840 2.575 0.133
H9 1.679 3.610 1.080

Results
HOMO energy: -2.29 eV
gap between HOMO and LUMO: 5.2 eV
spin multiplicity: 1
structure (SMILES): [O-]CCCCS
net charge: -1
ΔE to the lowest compared entry with this formula, charge and spin: 61.0 kcal per mole


Entry 5:
Density functional theory data (ωB97M-V/def2-TZVPD) for 3 unconnected molecules or ions with the total composition C4H9OS2.

Atoms and positions in Å:
C1 -0.935 -0.480 0.877
C2 -0.946 0.851 0.895
H1 2.414 -1.372 -4.243
O1 -0.793 2.235 3.428
H2 2.321 0.163 -3.392
H3 -1.155 0.284 3.426
S1 -0.324 -0.883 -1.736
H4 -2.536 1.088 2.765
H5 3.629 -1.106 -2.919
S2 1.388 -1.920 -2.199
H6 -1.840 -0.946 0.342
C3 2.550 -0.895 -3.255
H7 -0.189 1.585 1.102
H8 -0.467 -1.382 1.340
C4 -1.514 1.305 3.136
H9 -1.602 1.476 0.433

Results
HOMO energy: -2.16 eV
gap between HOMO and LUMO: 5.6 eV
spin multiplicity: 1
net charge: -1
ΔE to the lowest compared entry with this formula, charge and spin: 78.0 kcal per mole


Entry 6:
Density functional theory data (ωB97M-V/def2-TZVPD) for a molecular structure, C4H9P.

Atoms and positions in Å:
H1 1.942 0.834 0.951
H2 -0.683 -0.955 0.978
C1 -0.411 -1.586 -1.942
C2 -0.213 -0.309 0.242
P1 0.056 2.542 1.444
C3 0.140 -0.580 -0.996
H3 -1.098 1.972 0.889
H4 0.289 -2.243 -2.499
H5 0.743 0.367 2.308
H6 0.850 0.133 -1.492
H7 -1.129 -2.356 -1.405
H8 -0.465 2.416 2.777
C4 0.930 0.869 1.393
H9 -0.953 -1.104 -2.649

Results
HOMO energy: -9.01 eV
gap between HOMO and LUMO: 10.2 eV
spin multiplicity: 1
ΔE to the lowest compared entry with this formula, charge and spin: 49.5 kcal per mole


Entry 7:
Density functional theory data (ωB97M-V/def2-TZVPD) for a single C4H9P molecule.

Atoms and positions in Å:
C1 -0.005 2.237 -0.893
H1 0.210 1.834 -1.881
H2 0.856 0.766 1.486
H3 0.544 -2.982 0.011
H4 -0.519 -0.286 1.951
C2 -0.229 -2.209 0.042
H5 -0.879 -2.392 0.891
P1 -1.199 1.127 0.013
H6 0.921 2.381 -0.340
C3 0.424 -0.884 0.135
H7 1.123 -0.617 -0.643
C4 0.051 0.128 1.124
H8 -0.485 3.204 -1.021
H9 -0.813 -2.307 -0.875

Results
HOMO energy (spin up / spin down): -6.29 / -9.44 eV
gap between HOMO and LUMO (spin up / spin down): 7.5 / 8.6 eV
spin multiplicity: 3
ΔE to the lowest compared entry with this formula, charge and spin: 0.0 kcal per mole


Entry 8:
Density functional theory data (ωB97M-V/def2-TZVPD) for 2 unconnected molecules or ions with the total composition C4HBr2F8N.

Atoms and positions in Å:
F1 2.426 1.061 -1.077
F2 2.873 -0.942 -0.605
F3 -2.287 2.276 0.789
F4 2.649 0.447 0.948
C1 0.318 -1.261 0.468
F5 -1.007 -1.534 0.172
H1 -0.135 1.544 -0.887
F6 0.913 -2.419 0.157
C2 2.160 0.094 -0.257
F7 -2.064 0.391 1.749
C3 -2.174 0.993 0.607
F8 0.419 -1.185 1.830
C4 -0.194 0.553 -0.886
Br1 -3.614 0.337 -0.421
N1 0.742 -0.156 -0.211
Br2 -1.027 -0.199 -2.375

Results
HOMO energy (spin up / spin down): -9.30 / -9.13 eV
gap between HOMO and LUMO (spin up / spin down): 8.4 / 8.3 eV
spin multiplicity: 1
ΔE to the lowest compared entry with this formula, charge and spin: 58.1 kcal per mole


Entry 9:
Density functional theory data (ωB97M-V/def2-TZVPD) for a molecular structure, C4HClIOS.

Atoms and positions in Å:
C1 1.084 -0.539 -0.146
H1 1.777 1.379 0.782
C2 -1.526 0.467 -0.229
O1 1.662 -2.727 -1.053
I1 -3.496 1.311 -0.544
C3 1.449 -1.636 -0.612
C4 1.031 0.758 0.195
Cl1 -1.544 -0.699 1.130
S1 -0.437 1.687 0.477

Results
HOMO energy (spin up / spin down): -3.38 / -3.38 eV
gap between HOMO and LUMO (spin up / spin down): 6.3 / 6.3 eV
spin multiplicity: 1
net charge: -1


Entry 10:
Density functional theory data (ωB97M-V/def2-TZVPD) for a molecular structure, C4HF6IrN10O4S2Se.

Atoms and positions in Å:
F1 1.787 -1.917 -2.758
Se1 -1.904 -1.362 2.057
O1 0.586 -1.903 0.823
N1 -2.427 3.210 0.476
F2 1.288 -4.027 -1.012
O2 2.730 -2.284 1.984
S1 2.021 -2.205 0.749
O3 3.126 0.726 -1.572
N2 -3.524 2.829 2.537
F3 3.283 -4.290 -0.216
N3 -1.441 3.379 -1.660
O4 1.377 0.532 0.144
N4 -0.974 1.565 -0.500
S2 2.159 -0.098 -0.934
C1 1.147 -0.806 -2.372
F4 -0.083 -1.162 -2.022
F5 1.142 0.018 -3.402
N5 -1.954 1.406 1.970
N6 -0.282 1.553 -1.678
N7 -0.572 2.596 -2.337
N8 2.782 -1.440 -0.383
C2 -1.651 2.725 -0.542
N9 -2.500 1.032 3.166
Ir1 -0.702 0.185 0.976
C3 2.037 -3.923 0.080
N10 -3.403 1.872 3.481
F6 1.556 -4.756 1.004
H1 -2.972 4.039 0.316
C4 -2.629 2.504 1.627

Results
HOMO energy (spin up / spin down): -5.95 / -6.20 eV
gap between HOMO and LUMO (spin up / spin down): 6.9 / 7.0 eV
spin multiplicity: 2
net charge: -1
ΔE to the lowest compared entry with this formula, charge and spin: 35.5 kcal per mole


Entry 11:
Density functional theory data (ωB97M-V/def2-TZVPD) for a molecular structure, C4HMgO4Tl.

Atoms and positions in Å:
C1 -1.050 4.575 -0.086
C2 -1.819 -1.808 0.020
O1 0.976 0.130 0.090
O2 0.629 -2.032 -0.477
O3 -1.136 3.449 -0.020
Tl1 -1.096 0.936 0.096
C3 -0.664 -1.868 -0.328
C4 1.444 -1.036 -0.082
H1 -2.876 -1.764 0.224
Mg1 2.960 0.721 0.418
O4 2.631 -1.302 0.147

Results
HOMO energy: -17.28 eV
gap between HOMO and LUMO: 5.9 eV
spin multiplicity: 1
net charge: +2


Entry 12:
Density functional theory data (ωB97M-V/def2-TZVPD) for a molecular structure, C4HN3O.

Atoms and positions in Å:
H1 1.002 1.847 0.122
N1 -1.291 1.150 -0.029
C1 -1.709 -0.369 -0.029
C2 0.402 -0.485 -0.304
O1 -2.707 -0.859 0.473
C3 -0.060 1.068 -0.142
N2 -0.565 -1.309 -0.410
N3 3.081 -0.377 0.482
C4 1.847 -0.666 -0.164

Results
HOMO energy: -11.40 eV
gap between HOMO and LUMO: 9.0 eV
spin multiplicity: 1
ΔE to the lowest compared entry with this formula, charge and spin: 100.7 kcal per mole


Calculated total energy in a.u., matching the order above: -574.3377 -631.2033 -631.2105 -631.1599 -1029.3220 -499.0247 -499.0358 -6154.6365 -1384.2648 -4902.8758 -825.8534 -392.3207
Largest force on an atom in eV/A, matching the order above: 1.20 1.76 1.80 3.39 3.65 4.86 1.72 4.80 2.54 0.69 3.08 14.68